Formula: C24H60BeFN4O8Pb
Source: OMol25
Level of theory: ωB97M-V/def2-TZVPD

Cartesian coordinates (Å):
Be: -0.507 -0.959 -2.010
Pb: 0.548 -0.103 2.672
F: 0.140 -0.329 0.193
C: 2.549 1.390 5.140
O: 1.376 0.592 4.992
C: 1.143 -0.360 6.034
C: -0.400 -0.702 5.889
N: -0.606 -1.504 4.680
C: -2.018 -1.704 4.312
C: -2.682 -0.408 3.772
O: -1.879 0.167 2.737
C: -2.585 0.983 1.813
H: 3.439 0.767 5.032
H: 2.525 1.938 6.082
H: 2.600 2.120 4.337
H: 1.248 0.263 6.925
H: 1.812 -1.221 6.017
H: -0.913 0.254 5.786
H: -0.763 -1.170 6.807
H: -0.297 -2.455 4.861
H: -2.557 -2.170 5.143
H: -2.096 -2.524 3.595
H: -2.969 0.345 4.508
H: -3.581 -0.755 3.257
H: -1.898 1.402 1.084
H: -3.258 1.693 2.294
H: -3.216 0.289 1.247
C: -2.024 -3.809 -2.703
O: -1.915 -2.450 -3.074
C: -1.749 -2.301 -4.484
C: -0.274 -2.472 -4.898
N: 0.341 -1.290 -4.275
C: 1.796 -1.324 -4.317
C: 2.299 -2.155 -3.154
O: 1.745 -1.701 -1.917
C: 2.300 -2.362 -0.783
H: -2.942 -4.248 -3.100
H: -2.201 -4.006 -1.643
H: -1.113 -4.367 -2.924
H: -2.020 -1.280 -4.756
H: -2.394 -2.974 -5.050
H: -0.128 -2.413 -5.978
H: 0.168 -3.424 -4.607
H: 0.103 -0.498 -4.862
H: 2.198 -0.314 -4.383
H: 2.162 -1.760 -5.251
H: 3.388 -2.133 -3.246
H: 1.985 -3.186 -3.336
H: 2.290 -3.453 -0.806
H: 1.660 -2.088 0.058
H: 3.307 -1.984 -0.605
C: -0.697 3.013 3.797
O: -0.044 2.395 2.687
C: 0.900 3.261 2.111
C: 1.845 2.580 1.129
N: 2.507 1.440 1.793
C: 3.407 0.639 0.946
C: 3.912 -0.565 1.813
O: 2.825 -1.224 2.450
C: 3.041 -2.541 2.969
H: -1.021 4.045 3.657
H: -0.041 3.071 4.669
H: -1.564 2.422 4.086
H: 1.605 3.657 2.855
H: 0.525 4.172 1.639
H: 2.534 3.361 0.801
H: 1.245 2.202 0.296
H: 3.188 1.992 2.311
H: 4.294 1.222 0.687
H: 2.940 0.349 0.005
H: 4.548 -0.292 2.662
H: 4.527 -1.239 1.211
H: 3.026 -3.294 2.183
H: 2.265 -2.707 3.715
H: 3.999 -2.503 3.492
C: -4.597 1.528 -6.062
O: -3.700 1.052 -5.077
C: -4.177 1.409 -3.763
C: -3.312 0.612 -2.790
N: -1.853 0.848 -2.945
C: -1.406 2.006 -2.176
C: 0.079 2.323 -2.329
O: 0.817 1.135 -2.108
C: 2.179 1.328 -2.490
H: -5.650 1.404 -5.801
H: -4.338 0.963 -6.956
H: -4.497 2.596 -6.275
H: -5.233 1.149 -3.698
H: -4.041 2.470 -3.537
H: -3.522 -0.443 -2.979
H: -3.709 0.777 -1.787
H: -1.749 1.025 -3.942
H: -1.476 1.778 -1.111
H: -1.971 2.903 -2.437
H: 0.362 3.106 -1.622
H: 0.210 2.703 -3.347
H: 2.734 1.996 -1.829
H: 2.276 1.675 -3.521
H: 2.668 0.355 -2.489

## Properties
Charge: +3
HOMO-LUMO gap (eV): 8.08
Energy above the lowest of the compared OMol25 structures with the same formula, charge and spin (kJ/mol): 228.5
Energy (Ha): -2077.8561
Strongest force on any atom (eV Å⁻¹): 2.6
Molecular weight (g/mol): 768.0

Löwdin population analysis, charges in e, atoms 1 to 8: number 1, Be, carries 0.8916; number 2, Pb, carries 1.6885; number 3, F, carries -0.5330; number 4, C, carries -0.0550; number 5, O, carries -0.3687; number 6, C, carries -0.1369; number 7, C, carries -0.1479; number 8, N, carries -0.1503



Formula: C24H60ClN4O8
Source: OMol25
Level of theory: ωB97M-V/def2-TZVPD

Cartesian coordinates (Å):
Cl: -0.933 -1.128 -0.177
C: 1.570 0.828 -5.001
O: 0.396 0.801 -4.267
C: -0.690 0.753 -5.238
C: -1.941 0.090 -4.739
N: -2.312 0.397 -3.345
C: -2.990 1.737 -3.142
C: -3.769 1.587 -1.839
O: -2.944 0.953 -0.861
C: -3.625 0.749 0.408
H: 1.696 1.800 -5.480
H: 1.680 0.003 -5.705
H: 2.329 0.728 -4.226
H: -0.395 0.377 -6.218
H: -1.033 1.785 -5.309
H: -1.827 -0.994 -4.763
H: -2.750 0.384 -5.408
H: -2.788 -0.385 -2.918
H: -3.732 1.929 -3.918
H: -2.254 2.539 -3.089
H: -4.623 0.934 -2.020
H: -4.127 2.515 -1.393
H: -2.854 0.266 1.008
H: -4.505 0.109 0.342
H: -3.926 1.719 0.805
C: -2.369 3.547 3.169
O: -2.015 2.627 2.116
C: -0.714 2.097 2.265
C: -0.225 1.326 1.046
N: -0.789 1.978 -0.120
C: -0.362 3.367 -0.526
C: -1.105 3.614 -1.844
O: -0.604 2.817 -2.927
C: 0.246 3.480 -3.900
H: -1.768 4.451 3.076
H: -2.424 3.016 4.119
H: -3.438 3.734 3.068
H: -0.637 1.379 3.081
H: 0.094 2.786 2.512
H: -0.772 0.385 1.108
H: 0.864 1.356 1.076
H: -1.674 2.191 0.318
H: 0.693 3.632 -0.456
H: -0.870 3.879 0.292
H: -1.391 4.629 -2.122
H: -2.133 3.253 -1.810
H: 0.596 2.752 -4.632
H: 0.867 4.131 -3.284
H: -0.441 4.202 -4.340
C: 1.562 -6.178 0.025
O: 1.686 -4.909 -0.602
C: 1.562 -3.680 0.084
C: 1.989 -2.615 -0.930
N: 1.718 -1.182 -0.553
C: 2.456 -0.727 0.598
C: 3.923 -0.340 0.483
O: 4.028 0.180 -0.813
C: 5.415 0.549 -1.023
H: 2.420 -6.441 0.645
H: 1.429 -6.844 -0.828
H: 0.676 -5.890 0.589
H: 2.194 -3.809 0.963
H: 0.583 -3.462 0.511
H: 1.500 -2.811 -1.884
H: 3.055 -2.797 -1.065
H: 0.784 -1.261 -0.176
H: 2.293 -1.461 1.387
H: 1.972 0.154 1.020
H: 4.445 -1.284 0.641
H: 4.256 0.422 1.188
H: 6.031 -0.347 -0.953
H: 5.739 1.231 -0.236
H: 5.660 1.025 -1.973
C: -0.075 -5.301 4.239
O: -0.337 -4.300 3.222
C: -1.201 -3.251 3.668
C: -1.421 -2.406 2.437
N: -1.578 -0.916 2.581
C: -0.524 -0.169 3.321
C: 0.844 -0.245 2.538
O: 1.302 0.969 2.218
C: 2.002 1.632 3.263
H: -0.006 -4.838 5.224
H: 0.723 -6.019 4.049
H: -0.975 -5.892 4.409
H: -0.716 -2.659 4.444
H: -2.179 -3.593 4.006
H: -2.071 -2.887 1.706
H: -0.431 -2.470 1.986
H: -1.718 -0.483 1.679
H: -0.346 -0.592 4.310
H: -0.720 0.879 3.547
H: 0.753 -0.767 1.585
H: 1.568 -0.864 3.066
H: 1.847 2.683 3.020
H: 3.064 1.408 3.365
H: 1.534 1.460 4.232

## Properties
Charge: -1
HOMO-LUMO gap (eV): 6.33
Energy above the lowest of the compared OMol25 structures with the same formula, charge and spin (kJ/mol): 1749.0
Energy (Ha): -2230.7819
Strongest force on any atom (eV Å⁻¹): 11.8
Molecular weight (g/mol): 568.2

Löwdin population analysis, charges in e, atoms 1 to 8: number 1, Cl, carries 0.3593; number 2, C, carries -0.1581; number 3, O, carries -0.1864; number 4, C, carries -0.2030; number 5, C, carries -0.2104; number 6, N, carries -0.0057; number 7, C, carries -0.1671; number 8, C, carries -0.2280



Formula: C24H60F2KNO20P4S2
Source: OMol25
Level of theory: ωB97M-V/def2-TZVPD

Cartesian coordinates (Å):
K: -1.768 -0.708 -2.206
N: -3.135 -3.204 -1.587
S: -3.284 -3.674 -0.137
O: -2.399 -3.247 0.894
O: -3.913 -5.013 0.008
F: -4.516 -2.716 0.189
S: -2.029 -4.415 -2.020
O: -2.512 -5.645 -2.707
O: -0.867 -4.525 -1.162
F: -1.455 -3.665 -3.344
C: -0.474 -0.694 1.407
C: -1.082 -0.877 2.824
O: -0.193 -1.297 3.854
P: -0.764 -2.302 5.024
O: -1.973 -1.828 5.777
O: -0.894 -3.706 4.220
C: -0.059 -4.211 3.254
C: 0.939 -5.152 3.838
O: 0.620 -2.516 5.889
C: 0.854 -3.460 6.825
C: 0.332 -2.909 8.200
H: 0.068 0.251 1.427
H: 0.327 -1.409 1.218
H: -1.269 -0.746 0.664
H: -1.532 -0.003 3.296
H: -1.913 -1.576 2.730
H: -0.692 -4.672 2.495
H: 0.487 -3.369 2.827
H: 0.413 -5.917 4.409
H: 1.340 -5.653 2.957
H: 1.671 -4.608 4.434
H: 0.484 -4.466 6.626
H: 1.926 -3.619 6.942
H: -0.308 -2.049 7.998
H: -0.244 -3.651 8.753
H: 1.042 -2.524 8.933
C: 2.293 -0.652 -5.167
C: 1.411 -1.526 -4.376
O: 2.243 -2.265 -3.497
P: 1.819 -2.445 -1.912
O: 0.449 -1.950 -1.568
O: 2.141 -4.000 -1.554
C: 1.874 -4.577 -0.345
C: 3.167 -4.955 0.290
O: 2.977 -1.553 -1.141
C: 4.337 -1.835 -1.279
C: 5.025 -0.603 -1.922
H: 2.704 -0.016 -4.382
H: 3.052 -1.248 -5.674
H: 1.851 -0.006 -5.925
H: 0.575 -1.018 -3.894
H: 0.946 -2.286 -5.005
H: 1.255 -3.887 0.229
H: 1.253 -5.473 -0.347
H: 3.761 -5.757 -0.147
H: 3.858 -4.128 0.453
H: 2.974 -5.337 1.292
H: 4.850 -2.007 -0.332
H: 4.524 -2.669 -1.956
H: 4.808 0.268 -1.304
H: 6.096 -0.794 -1.991
H: 4.669 -0.341 -2.918
C: -0.525 4.069 2.753
C: -1.607 4.096 1.735
O: -1.599 2.874 1.040
P: -2.941 2.346 0.269
O: -2.776 1.042 -0.445
O: -4.092 2.270 1.406
C: -3.824 1.522 2.632
C: -4.211 0.076 2.492
O: -3.513 3.566 -0.607
C: -4.874 3.659 -0.943
C: -5.082 4.688 -2.071
H: -0.894 3.549 3.636
H: 0.382 3.550 2.442
H: -0.112 5.001 3.140
H: -2.622 4.344 2.046
H: -1.392 4.920 1.054
H: -2.806 1.677 2.989
H: -4.350 1.995 3.461
H: -3.591 -0.423 1.747
H: -4.157 -0.420 3.461
H: -5.222 -0.117 2.133
H: -5.200 2.739 -1.428
H: -5.400 3.796 0.002
H: -6.146 4.899 -2.179
H: -4.511 5.607 -1.941
H: -4.808 4.234 -3.023
C: 3.886 2.870 -5.070
C: 2.705 3.594 -4.509
O: 1.837 2.531 -4.154
P: 0.591 2.730 -3.158
O: -0.304 1.558 -2.817
O: -0.238 3.956 -3.851
C: -1.300 4.480 -3.082
C: -1.262 6.007 -3.076
O: 1.309 3.392 -1.879
C: 1.904 2.624 -0.884
C: 3.386 3.198 -0.887
H: 4.506 2.427 -4.290
H: 3.740 2.121 -5.849
H: 4.578 3.607 -5.475
H: 3.040 4.269 -3.722
H: 2.238 4.237 -5.256
H: -2.288 4.089 -3.324
H: -1.275 4.210 -2.026
H: -2.174 6.347 -2.584
H: -0.343 6.253 -2.545
H: -1.314 6.550 -4.020
H: 1.397 2.716 0.076
H: 1.891 1.563 -1.134
H: 3.437 4.245 -0.588
H: 3.921 2.531 -0.211
H: 3.866 3.166 -1.865

## Properties
HOMO-LUMO gap (eV): 9.47
Energy above the lowest of the compared OMol25 structures with the same formula, charge and spin (kJ/mol): 289.9
Energy (Ha): -5471.8480
Strongest force on any atom (eV Å⁻¹): 8.2
Molecular weight (g/mol): 947.9

Löwdin population analysis, charges in e, atoms 1 to 8: number 1, K, carries 0.8036; number 2, N, carries -0.3098; number 3, S, carries 0.4288; number 4, O, carries -0.2727; number 5, O, carries -0.2904; number 6, F, carries -0.1996; number 7, S, carries 0.6125; number 8, O, carries -0.2838



Formula: C24H61Cl2N5O9
Source: OMol25
Level of theory: ωB97M-V/def2-TZVPD

Cartesian coordinates (Å):
Cl: 24.474 -1.861 11.116
C: 23.968 -1.973 9.421
C: 22.481 -1.488 9.273
Cl: 22.351 0.265 9.330
H: 23.920 -3.049 9.250
H: 24.770 -1.514 8.842
H: 21.812 -1.925 10.015
H: 22.189 -1.784 8.265
C: 17.981 -1.870 9.028
C: 19.382 -2.440 9.126
C: 19.977 -2.496 10.572
O: 19.298 -3.796 8.533
H: 17.912 -0.783 9.005
H: 17.352 -2.067 9.896
H: 17.344 -2.188 8.202
H: 20.032 -1.884 8.451
H: 21.053 -2.665 10.610
H: 19.446 -3.276 11.118
H: 19.750 -1.622 11.181
H: 18.550 -4.270 8.903
C: 17.864 -4.327 11.779
C: 17.197 -5.262 10.787
C: 15.647 -5.148 10.618
O: 17.936 -5.072 9.568
H: 18.936 -4.417 11.953
H: 17.404 -4.517 12.749
H: 17.710 -3.263 11.598
H: 17.412 -6.259 11.171
H: 15.273 -5.810 9.837
H: 15.309 -4.161 10.303
H: 15.017 -5.342 11.486
H: 17.960 -5.901 9.083
C: 22.749 -5.774 7.932
C: 21.411 -5.073 7.955
C: 20.209 -5.961 7.964
O: 21.349 -4.212 9.084
H: 23.505 -5.000 7.802
H: 22.738 -6.461 7.086
H: 22.991 -6.387 8.800
H: 21.407 -4.425 7.079
H: 19.413 -5.491 8.542
H: 20.349 -6.886 8.523
H: 19.887 -6.314 6.984
H: 20.467 -3.841 9.008
C: 16.979 3.420 8.212
C: 17.231 2.204 9.084
C: 16.901 0.821 8.404
O: 18.586 2.258 9.459
H: 15.900 3.443 8.054
H: 17.438 3.165 7.257
H: 17.393 4.293 8.717
H: 16.619 2.350 9.974
H: 17.387 0.730 7.433
H: 15.822 0.718 8.283
H: 17.129 -0.019 9.060
H: 19.167 1.687 8.951
O: 18.129 0.052 4.398
C: 18.151 -1.039 4.962
N: 18.152 -2.123 4.240
C: 18.051 -1.179 6.514
H: 18.064 -3.060 4.605
H: 18.356 -2.053 3.253
H: 18.927 -0.698 6.949
H: 18.005 -2.242 6.748
H: 17.105 -0.731 6.819
O: 20.965 -0.057 11.667
C: 20.924 -0.885 12.593
N: 19.735 -1.227 13.128
C: 22.269 -1.543 13.025
H: 18.882 -0.991 12.642
H: 19.686 -1.925 13.856
H: 22.254 -2.074 13.977
H: 23.179 -0.944 12.991
H: 22.502 -2.360 12.342
O: 22.669 -3.968 12.959
C: 22.686 -4.393 11.862
N: 21.565 -4.389 11.196
C: 23.855 -5.020 11.173
H: 20.810 -3.971 11.721
H: 21.488 -4.438 10.190
H: 24.482 -4.345 10.590
H: 23.453 -5.831 10.567
H: 24.463 -5.517 11.930
O: 18.700 -3.809 5.157
C: 18.269 -4.764 5.804
N: 18.184 -4.755 7.130
C: 17.664 -6.006 5.138
H: 18.579 -3.931 7.559
H: 17.971 -5.562 7.700
H: 18.272 -6.409 4.328
H: 16.682 -5.862 4.688
H: 17.382 -6.740 5.894
O: 17.987 -1.036 12.013
C: 18.071 0.039 11.406
N: 19.024 0.314 10.513
C: 17.120 1.180 11.705
H: 19.826 -0.298 10.458
H: 18.850 1.098 9.900
H: 16.758 1.133 12.732
H: 16.254 1.030 11.061
H: 17.509 2.149 11.390

## Properties
HOMO-LUMO gap (eV): 7.86
Energy (Ha): -2821.6350
Strongest force on any atom (eV Å⁻¹): 9.8
Molecular weight (g/mol): 634.7

Löwdin population analysis, charges in e, atoms 1 to 8: number 1, Cl, carries 0.7124; number 2, C, carries -0.5497; number 3, C, carries -0.6362; number 4, Cl, carries 0.6619; number 5, H, carries 0.0285; number 6, H, carries 0.0723; number 7, H, carries 0.0037; number 8, H, carries 0.0686